1.
C25H75AsF6N15O10 as an isolated structure, computed with ωB97M-V/def2-TZVPD.

Positions of all 132 atoms, in Å:
As: 1.342 1.198 0.494
F: 2.104 1.704 -1.060
F: 2.232 -0.355 0.465
F: 0.656 0.776 2.097
F: 0.338 2.686 0.615
F: -0.020 0.508 -0.434
F: 2.725 1.929 1.361
C: -7.139 1.671 1.767
C: -6.723 2.996 2.347
C: -5.790 2.966 3.517
O: -5.609 4.320 3.986
C: -4.609 4.268 5.018
N: -6.248 3.763 1.287
H: -7.236 0.983 2.607
H: -6.400 1.132 1.173
H: -8.093 1.814 1.259
H: -7.566 3.523 2.795
H: -4.839 2.528 3.214
H: -6.205 2.495 4.408
H: -3.652 3.770 4.863
H: -5.093 3.991 5.955
H: -4.214 5.258 5.245
H: -5.254 3.635 1.413
H: -6.592 3.247 0.490
C: -2.945 -3.162 10.609
C: -1.596 -2.656 11.250
C: -0.525 -3.758 11.471
O: -1.134 -4.893 12.174
C: -1.019 -4.968 13.573
N: -0.826 -1.701 10.479
H: -2.821 -3.633 9.635
H: -3.745 -2.422 10.616
H: -3.240 -3.960 11.290
H: -1.858 -2.179 12.195
H: 0.404 -3.357 11.877
H: -0.258 -4.048 10.455
H: -1.332 -5.911 14.023
H: -1.566 -4.056 13.811
H: 0.041 -4.951 13.827
H: -1.432 -0.913 10.301
H: -0.432 -1.996 9.597
C: 3.582 -3.534 -5.617
C: 4.829 -3.358 -6.446
C: 6.020 -3.690 -5.443
O: 6.018 -5.087 -5.038
C: 6.996 -5.388 -4.060
N: 4.897 -4.287 -7.551
H: 3.547 -4.397 -4.953
H: 2.670 -3.579 -6.213
H: 3.332 -2.642 -5.043
H: 4.923 -2.326 -6.783
H: 6.044 -2.974 -4.621
H: 6.962 -3.564 -5.978
H: 7.174 -6.414 -3.738
H: 6.827 -4.914 -3.093
H: 7.888 -4.958 -4.515
H: 4.818 -5.196 -7.118
H: 5.789 -4.389 -8.013
C: 6.291 4.245 -8.414
C: 6.324 4.692 -6.947
C: 5.045 5.503 -6.378
O: 4.769 6.689 -7.132
C: 3.546 7.348 -6.940
N: 6.645 3.693 -5.957
H: 6.082 5.097 -9.062
H: 5.708 3.351 -8.634
H: 7.262 3.869 -8.738
H: 7.256 5.256 -6.961
H: 5.116 5.688 -5.307
H: 4.201 4.841 -6.573
H: 3.426 8.348 -7.358
H: 3.326 7.488 -5.881
H: 2.816 6.746 -7.480
H: 5.954 2.964 -6.061
H: 6.462 4.055 -5.032
C: -8.250 -0.339 -5.864
C: -7.166 -0.518 -6.951
C: -5.868 0.099 -6.524
O: -4.951 0.192 -7.628
C: -3.689 0.775 -7.160
N: -6.872 -1.864 -7.307
H: -9.242 -0.195 -6.292
H: -8.116 0.522 -5.210
H: -8.416 -1.162 -5.169
H: -7.417 0.118 -7.799
H: -5.412 -0.523 -5.753
H: -6.008 1.098 -6.112
H: -2.830 0.820 -7.830
H: -3.449 0.337 -6.191
H: -3.787 1.811 -6.835
H: -6.407 -2.296 -6.521
H: -6.115 -1.792 -7.972
C: 3.628 5.910 6.390
O: 4.016 6.391 7.452
N: 2.977 6.498 5.457
N: 3.909 4.693 5.988
H: 2.786 6.127 4.537
H: 2.893 7.428 5.843
H: 4.570 4.102 6.472
H: 3.826 4.535 4.994
C: 3.366 -7.844 2.562
O: 3.621 -7.473 3.656
N: 3.252 -7.097 1.566
N: 3.014 -9.072 2.218
H: 3.212 -6.098 1.709
H: 3.147 -7.281 0.579
H: 2.988 -9.831 2.885
H: 2.705 -9.189 1.264
C: 5.271 -2.177 7.591
O: 5.809 -1.039 7.813
N: 4.527 -2.397 6.551
N: 5.323 -3.169 8.438
H: 4.299 -1.567 6.022
H: 4.044 -3.284 6.536
H: 5.787 -3.039 9.326
H: 4.977 -4.072 8.147
C: -3.479 8.290 -3.582
O: -3.460 8.994 -4.537
N: -2.606 7.481 -3.054
N: -4.569 8.173 -2.823
H: -2.888 6.728 -2.442
H: -1.671 7.367 -3.418
H: -4.539 7.504 -2.067
H: -5.273 8.875 -3.000
C: -3.937 -5.487 -3.078
O: -5.119 -5.406 -3.270
N: -3.370 -4.984 -2.025
N: -3.118 -5.850 -4.008
H: -2.428 -4.678 -2.217
H: -4.081 -4.401 -1.607
H: -3.466 -5.725 -4.948
H: -2.326 -6.438 -3.793

Calculated values
Net charge: -1

=====

2.
A 13-piece molecular cluster, C25H76N14O13 overall, computed with ωB97M-V/def2-TZVPD.

Positions of all 128 atoms, in Å:
C: -6.500 3.118 -6.899
O: -7.584 3.461 -6.471
N: -5.400 3.111 -6.143
N: -6.243 2.635 -8.117
H: -5.580 3.461 -5.213
H: -4.501 2.763 -6.444
H: -5.279 2.400 -8.303
H: -7.040 2.416 -8.697
C: 2.612 -2.993 6.142
O: 3.266 -2.674 5.151
N: 1.402 -2.455 6.314
N: 2.982 -3.885 6.951
H: 1.108 -1.811 5.593
H: 0.798 -2.832 7.029
H: 3.864 -4.364 6.843
H: 2.423 -3.896 7.792
C: -1.224 0.751 0.431
O: -1.740 0.445 1.506
N: -0.269 0.067 -0.113
N: -1.565 1.780 -0.273
H: 0.048 -0.779 0.339
H: 0.273 0.483 -0.857
H: -2.243 2.451 0.060
H: -1.123 1.957 -1.163
C: -5.713 7.927 -2.431
O: -5.357 6.837 -2.087
N: -6.885 8.340 -2.713
N: -4.848 8.882 -2.658
H: -7.691 7.764 -2.519
H: -6.937 9.305 -3.009
H: -5.261 9.737 -3.000
H: -3.898 8.887 -2.315
C: -3.963 -5.072 5.727
O: -3.517 -4.646 6.801
N: -4.147 -6.271 5.404
N: -4.176 -4.345 4.674
H: -4.326 -6.457 4.428
H: -3.896 -7.030 6.022
H: -4.106 -4.938 3.860
H: -4.013 -3.356 4.552
C: 1.913 4.637 -5.303
O: 1.405 3.861 -4.571
N: 1.468 5.878 -5.466
N: 2.998 4.380 -5.936
H: 1.804 6.581 -6.108
H: 0.593 6.135 -5.030
H: 3.445 5.031 -6.565
H: 3.444 3.474 -5.973
C: -1.521 -1.319 -7.436
O: -1.817 -0.371 -8.160
N: -1.963 -2.520 -7.656
N: -0.803 -1.209 -6.351
H: -1.400 -3.253 -7.249
H: -2.432 -2.639 -8.543
H: -0.499 -0.287 -6.070
H: -0.736 -1.957 -5.675
C: 5.797 2.472 1.925
C: 6.504 3.325 3.031
C: 7.247 2.432 4.023
O: 7.455 4.233 2.551
H: 4.809 2.150 2.254
H: 6.361 1.556 1.752
H: 5.817 2.973 0.957
H: 5.691 3.913 3.455
H: 7.674 2.971 4.869
H: 8.008 1.819 3.539
H: 6.544 1.687 4.395
H: 8.114 3.670 2.138
C: -1.295 7.492 2.609
C: 0.063 8.170 2.178
C: 0.897 7.089 1.488
O: -0.206 9.171 1.194
H: -2.082 8.239 2.709
H: -1.268 6.880 3.511
H: -1.587 6.898 1.742
H: 0.643 8.676 2.949
H: 0.844 6.230 2.156
H: 1.950 7.361 1.410
H: 0.618 6.885 0.455
H: -0.814 9.781 1.618
C: -2.045 -7.733 0.178
C: -3.479 -7.970 -0.334
C: -3.902 -9.400 -0.374
O: -4.294 -7.130 0.452
H: -1.952 -6.648 0.158
H: -1.271 -8.157 -0.463
H: -1.960 -8.126 1.191
H: -3.572 -7.580 -1.347
H: -4.881 -9.559 0.078
H: -3.160 -10.032 0.114
H: -4.038 -9.758 -1.394
H: -5.050 -6.888 -0.088
C: -5.682 2.398 6.062
C: -6.787 2.373 5.008
C: -7.030 3.637 4.176
O: -6.422 1.284 4.143
H: -5.740 3.239 6.754
H: -4.689 2.602 5.661
H: -5.679 1.547 6.743
H: -7.704 2.144 5.549
H: -6.831 4.516 4.790
H: -8.095 3.677 3.948
H: -6.399 3.651 3.287
H: -5.536 1.421 3.799
C: 5.726 -8.342 0.449
C: 5.290 -7.425 1.582
C: 6.343 -7.310 2.710
O: 5.122 -6.152 1.179
H: 6.547 -7.865 -0.088
H: 4.926 -8.453 -0.283
H: 5.970 -9.367 0.727
H: 4.328 -7.825 1.901
H: 6.251 -6.492 3.424
H: 7.328 -7.036 2.333
H: 6.366 -8.156 3.397
H: 4.993 -5.557 1.921
C: 7.312 -2.608 -5.388
C: 7.075 -2.212 -3.918
C: 5.635 -1.656 -3.732
O: 7.324 -3.341 -3.062
H: 8.341 -2.946 -5.512
H: 7.135 -1.737 -6.019
H: 6.655 -3.416 -5.710
H: 7.744 -1.442 -3.533
H: 5.572 -1.171 -2.757
H: 4.820 -2.377 -3.794
H: 5.386 -0.886 -4.462
H: 6.572 -3.406 -2.468

Calculated values
Net charge: 0

=====

One value per record, in order, for HOMO level: -7.77; -9.33 eV.
One value per record, in order, for Kohn-Sham gap: 9.3; 9.3 eV.
One value per record, in order, for electronic energy: -147112.12687; -74637.33118 eV.